Record 1
The following is a DFT calculation (ωB97M-V/def2-TZVPD) of a molecular structure, C17H29F5NO3P2TeY at a distorted geometry.

Structure (XYZ):
```
59
C17H29F5NO3P2TeY (ωB97M-V/def2-TZVPD)
C -3.72758 1.02663 -2.03751
C -2.36498 0.96658 -1.67082
N -2.02063 0.17680 -0.58632
C -2.93714 -0.52921 0.11806
C -4.28364 -0.45391 -0.22275
C -4.68487 0.32520 -1.31479
C -1.33800 1.71704 -2.38984
P 0.39729 1.54789 -2.08918
Y 0.25627 -0.44589 -0.34010
P -0.80261 -1.05046 2.01053
C -2.43849 -1.50084 1.22096
C 2.29419 0.14578 0.66996
C 3.08560 -0.72066 -0.07086
C 4.41672 -0.93494 0.30184
C 4.94040 -0.21607 1.37502
C 4.11476 0.67066 2.09825
C 2.76078 0.84550 1.75206
O -1.81727 3.80369 -0.32814
O -2.11165 2.55147 1.98153
H -3.97964 1.63604 -2.90437
H -4.99709 -1.03269 0.36258
H -5.73674 0.37812 -1.59331
C 1.25548 0.51809 -3.34424
C 1.30861 3.09561 -1.89259
H -3.17629 -1.57723 2.03887
H -2.30981 -2.50917 0.77199
H -1.59783 3.23180 -1.10633
H -1.66710 2.25949 -3.28987
C 0.00821 -2.62599 2.44031
C -1.14154 -0.15941 3.53718
H 2.71619 -1.23135 -0.96224
H 5.02895 -1.65752 -0.25157
H 5.97906 -0.34430 1.64123
H 4.54205 1.22382 2.93268
H 2.08096 1.50151 2.30733
H 0.31558 1.77400 0.89219
H -1.70288 3.19238 2.59929
H -2.12039 3.03469 1.10777
H -2.52002 4.39816 -0.65666
H -0.40447 1.54973 0.99729
H 1.24570 1.06169 -4.29822
H 2.29808 0.31574 -3.05508
H 0.78078 -0.46525 -3.48306
H 1.39275 3.62062 -2.85481
H 0.80811 3.73287 -1.14897
H 2.31279 2.87125 -1.50141
H -1.69084 -0.76774 4.26879
H -0.17609 0.13875 3.96961
H -1.68534 0.76974 3.31518
H -0.53553 -3.18720 3.20958
H 0.14107 -3.29302 1.58132
H 1.01982 -2.41048 2.80894
F 2.36642 -3.45128 0.15598
Te 1.20344 -3.91179 -1.29730
F 2.32657 -5.45660 -1.71144
F 2.27394 -2.75121 -2.40110
F -0.03471 -4.16581 -2.71386
F 0.10164 -4.84183 -0.05003
O 0.23097 -2.38949 -0.89956
```

- max |F| (eV/Å) = 2.94
- calculated total energy (eV) = -66233.7372
- HOMO-LUMO gap (Eh) = 0.176
- HOMO level (hartree) = -0.26232

---

Record 2
The following is a DFT calculation (ωB97M-V/def2-TZVPD) of 2 unconnected molecules or ions with the total composition H2N3O2S at a distorted geometry.

Structure (XYZ):
```
8
H2N3O2S (ωB97M-V/def2-TZVPD)
N 0.89208 0.59337 -1.99735
N -0.78701 -0.50119 0.74725
N 0.00433 -0.19268 1.69666
O -0.06693 -1.28522 2.70923
O 0.19015 1.01117 -1.05730
S 1.81656 1.57510 -2.90549
H -0.63793 0.08249 -0.06342
H -1.41125 -1.28304 0.87042
```

- max |F| (eV/Å) = 7.47
- calculated total energy (eV) = -19429.1719
- HOMO-LUMO gap (Eh) = 0.263
- total charge = -1
- HOMO level (hartree) = -0.12834

---

Record 3
The following is a DFT calculation (ωB97M-V/def2-TZVPD) of a gas-phase ion, C2H6N3O (charge +1) at a distorted geometry.

Structure (XYZ):
```
12
C2H6N3O (ωB97M-V/def2-TZVPD)
N -0.82433 -0.55054 0.91773
C -1.17107 0.57260 0.07809
N 0.04458 0.68025 -0.87760
C 1.10898 0.09090 -0.61635
N 1.69195 -0.62603 0.31033
O 2.35440 -0.02368 -0.93356
H -1.22481 -0.49695 1.86728
H -1.06749 -1.48580 0.43558
H -1.00818 1.52017 0.74177
H -2.04536 0.54959 -0.55903
H 0.20533 1.35883 -1.74207
H 1.93599 -1.58936 0.37783
```

- max |F| (eV/Å) = 4.34
- calculated total energy (eV) = -8678.0114
- HOMO-LUMO gap (Eh) = 0.419
- total charge = +1
- HOMO level (hartree) = -0.55618

---

Record 4
The following is a DFT calculation (ωB97M-V/def2-TZVPD) of a molecular structure, C3H4N2O2.

Structure (XYZ):
```
11
C3H4N2O2 (ωB97M-V/def2-TZVPD)
N 1.75787 -0.49735 -0.37275
C 0.56537 0.00804 -0.15707
C -0.41952 -0.86117 -0.74078
O -1.63541 -0.55639 0.00075
C -1.41574 0.51419 0.79999
O -2.18596 1.00523 1.57469
N -0.04660 0.94970 0.60348
H 2.60355 0.08297 -0.39126
H 0.98101 -1.52615 -0.81285
H -0.59125 -0.66361 -1.80592
H 0.38669 1.54453 1.30173
```

- max |F| (eV/Å) = 0.80
- calculated total energy (eV) = -10248.1632
- HOMO-LUMO gap (Eh) = 0.348
- HOMO level (hartree) = -0.32947